{
  "formula": "C19H44NO2P2STl",
  "method": "wB97M-V/def2-TZVPD",
  "species": ["Tl", "P", "P", "N", "C", "H", "H", "C", "H", "H", "C", "H", "H", "C", "H", "H", "C", "C", "H", "H", "H", "C", "C", "H", "H", "H", "C", "C", "H", "H", "H", "C", "C", "H", "H", "H", "C", "C", "H", "H", "H", "C", "H", "H", "H", "C", "H", "H", "H", "C", "H", "H", "H", "H", "H", "H", "H", "O", "H", "H", "C", "S", "C", "O", "H", "H", "H", "H", "H", "H"],
  "xyz": [[0.426015, -0.270383, -0.429263], [0.943368, 2.428791, -0.484598], [-1.398917, -2.221880, 0.223157], [-1.871321, 0.902166, -0.356312], [-0.733822, 3.170962, -0.547399], [-0.712684, 4.110600, 0.029921], [-0.982542, 3.430864, -1.593012], [-1.851913, 2.277035, 0.044911], [-1.772511, 2.321300, 1.163106], [-2.840357, 2.738519, -0.233319], [-2.903491, 0.196963, 0.358264], [-3.890983, 0.650806, 0.076046], [-2.755382, 0.378120, 1.453688], [-3.003837, -1.329699, 0.133035], [-3.479942, -1.530545, -0.843533], [-3.665708, -1.739903, 0.913430], [-1.306154, -3.051394, 1.875950], [0.140652, -3.450612, 2.213560], [0.194841, -3.691249, 3.286079], [0.849967, -2.637570, 2.011988], [0.447454, -4.343571, 1.647180], [-1.393582, -3.469466, -1.136413], [-0.105117, -4.308548, -1.143778], [-0.055269, -4.840066, -2.106761], [-0.101722, -5.063745, -0.340575], [0.799280, -3.678798, -1.060018], [1.764076, 2.790199, -2.097212], [3.198106, 2.238412, -2.151198], [3.529153, 2.266708, -3.201021], [3.252598, 1.189854, -1.809262], [3.897711, 2.854130, -1.560180], [1.860768, 3.216907, 0.915190], [3.085213, 2.377403, 1.318349], [3.437260, 2.724961, 2.301417], [3.907296, 2.503487, 0.596733], [2.843649, 1.309901, 1.402805], [3.451233, -1.738229, -0.114454], [-2.651610, -4.326315, -1.222871], [-2.754676, -5.016920, -0.383957], [-3.566944, -3.726007, -1.290648], [-2.592975, -4.930315, -2.135546], [1.676487, 4.245541, -2.544191], [2.081011, 4.315834, -3.560311], [0.646102, 4.614396, -2.579417], [2.262281, 4.919073, -1.914874], [2.230956, 4.680324, 0.688016], [2.563364, 5.112725, 1.641192], [3.069491, 4.792188, -0.011885], [1.391834, 5.291854, 0.340155], [-2.268857, -4.222147, 2.057196], [-1.938792, -5.118001, 1.515015], [-2.295977, -4.496911, 3.120041], [-3.298170, -3.988003, 1.766293], [-1.616566, -2.249944, 2.571593], [1.126792, 3.179646, 1.741473], [-1.380696, -2.818676, -2.031151], [1.144640, 2.196537, -2.795663], [4.458978, -2.253678, 0.037230], [-1.380007, 0.458395, -1.835455], [-0.769948, 0.098411, -2.257963], [0.562145, 1.933441, 4.420711], [0.656522, 0.254236, 3.756361], [-0.636573, -0.470761, 4.791906], [0.085212, 0.321491, 2.345706], [0.478243, 1.882591, 5.507016], [-0.296062, 2.429546, 3.964895], [1.487915, 2.445210, 4.150230], [-1.603601, -0.188442, 4.373144], [-0.509284, -1.554756, 4.764212], [-0.513349, -0.115411, 5.815695]],
  "forces_ev_per_angstrom": [[0.56, -0.17, 0.73], [0.45, 0.38, -0.05], [-0.12, -0.59, 0.12], [-0.23, 0.22, 1.99], [-0.36, -0.08, -0.26], [-0.06, -0.26, -0.27], [0.23, -0.13, 0.41], [-0.44, 1.14, 0.22], [-0.19, -0.17, -0.69], [0.68, -0.24, 0.40], [-0.93, -0.11, 0.32], [0.59, -0.29, 0.40], [-0.07, 0.07, -0.68], [-0.12, 0.23, -0.30], [0.28, -0.01, 0.37], [0.13, 0.11, -0.32], [0.14, 0.44, 0.10], [-0.06, -0.08, 0.10], [0.06, -0.02, -0.33], [-0.10, -0.15, 0.04], [-0.06, 0.36, 0.26], [0.12, 0.41, -0.19], [0.05, 0.00, -0.11], [0.05, 0.12, 0.36], [0.01, 0.32, -0.32], [-0.31, -0.29, 0.03], [-0.30, -0.36, -0.05], [0.04, 0.00, -0.10], [-0.01, -0.02, 0.39], [0.05, 0.39, -0.07], [-0.31, -0.28, -0.25], [-0.25, -0.32, 0.22], [0.04, 0.11, 0.08], [0.02, -0.12, -0.32], [-0.29, -0.09, 0.33], [0.06, 0.18, -0.01], [2.37, -1.21, 0.39], [-0.29, -0.21, -0.13], [0.05, 0.12, -0.17], [0.18, -0.14, 0.03], [-0.04, 0.10, 0.13], [0.05, 0.29, -0.20], [-0.09, 0.01, 0.14], [0.17, -0.04, 0.01], [-0.10, -0.16, -0.15], [0.21, 0.35, 0.10], [-0.07, -0.12, -0.16], [-0.27, -0.09, 0.17], [0.13, -0.11, -0.01], [-0.15, -0.34, 0.19], [-0.07, 0.30, 0.10], [0.04, 0.09, -0.19], [0.16, -0.04, -0.02], [0.14, -0.12, -0.26], [0.15, -0.10, -0.26], [0.05, -0.16, 0.18], [0.18, 0.09, 0.14], [-2.35, 1.20, -0.36], [1.13, -0.74, -1.25], [-0.89, 0.37, -0.59], [0.20, -0.14, -0.24], [-0.20, 0.11, 0.08], [0.20, -0.13, -0.25], [-0.01, 0.00, -0.03], [0.02, 0.08, -0.12], [-0.04, -0.05, 0.14], [-0.13, -0.01, 0.02], [0.03, 0.09, 0.12], [-0.07, 0.11, 0.00], [-0.07, -0.09, -0.09]],
  "mulliken_charge": [1.246, 0.231, 0.235, -0.108, -0.884, 0.405, 0.550, -1.065, 0.373, 0.487, -1.085, 0.489, 0.376, -0.880, 0.558, 0.399, 0.919, -1.315, 0.447, 0.223, 0.313, 0.472, -1.408, 0.468, 0.256, 0.280, 0.483, -1.406, 0.468, 0.270, 0.257, 0.914, -1.312, 0.445, 0.314, 0.225, 0.192, -1.413, 0.241, 0.329, 0.453, -1.417, 0.453, 0.334, 0.241, -1.745, 0.470, 0.298, 0.382, -1.750, 0.298, 0.474, 0.382, 0.091, 0.089, 0.403, 0.396, -0.170, 0.178, 0.058, -0.928, 0.411, -0.930, -0.426, 0.461, 0.296, 0.223, 0.297, 0.223, 0.463],
  "charge": 2,
  "homo_lumo_gap_ev": [7.338, 5.324],
  "fmax_ev_per_a": 2.689,
  "de_lowest_kj_mol": 133.7,
  "energy_ha": -2208.28688,
  "homo_energy_ev": [-15.029, -13.026]
}